The following is a quantum chemistry calculation of a structure of composition C15H34Br3CsN4O3P at a distorted geometry, from OMol25.

```
61
Properties=species:S:1:pos:R:3:forces:R:3:mulliken_charge:R:1
C -1.104793 -3.470097 1.181867 -0.50 2.21 -1.78 -1.772
C -0.735709 -2.448407 0.150031 0.13 -0.61 1.93 0.679
N -1.752517 -1.734889 -0.749955 0.66 1.35 2.88 -0.049
P -0.742748 -1.219838 -2.172565 -1.19 0.05 -6.31 0.596
O -1.576932 -1.206945 -3.532721 1.70 0.23 4.87 -0.654
C -2.191475 -0.482635 0.035489 -1.02 -0.05 0.29 -0.059
N -1.158088 0.020305 1.056496 -3.27 -0.11 -0.49 -0.388
N -3.435326 0.126875 -0.147633 3.10 -1.51 -0.45 0.487
C -3.875797 1.348468 0.628762 -1.07 1.65 1.30 -0.669
C -4.074331 2.704975 -0.300151 -0.42 -1.04 -1.56 -0.596
C -2.942828 2.816451 -1.506242 -1.73 0.14 -0.64 -0.446
Br -1.141282 3.473732 -0.833100 -1.48 -0.70 -0.41 -0.159
C -4.443189 -0.403975 -1.188870 -1.64 0.01 -0.59 -0.959
C -5.661664 -1.292482 -0.465478 0.97 -1.32 -1.75 -0.034
C -6.145896 -2.369136 -1.649985 -0.27 1.16 -0.19 -1.014
Br -7.313386 -0.148455 -0.113229 1.52 -0.74 0.04 -0.122
H -1.418342 -4.568965 0.927087 -0.97 2.62 0.28 0.425
H -1.020546 -3.194598 2.331417 -0.08 0.86 -4.45 0.330
H 0.425810 -2.178616 0.092613 -2.76 0.58 0.46 0.227
H -0.148253 0.056231 -1.848610 -1.08 -0.84 0.47 0.009
H 0.366313 -2.174431 -2.293959 -1.17 0.27 1.10 0.117
H -1.108162 1.073202 1.025837 -0.09 -1.17 -0.38 0.256
H -1.624861 -0.172577 1.992870 0.84 0.18 -1.27 0.326
H -4.932075 1.070423 1.109636 2.28 0.53 -1.17 0.261
H -3.185835 1.644239 1.526392 -1.01 -1.06 -1.92 0.461
H -4.173527 3.694263 0.317172 0.46 -2.14 -0.99 0.360
H -5.114885 2.549184 -0.864174 2.22 0.48 1.16 0.260
H -3.377753 3.575577 -2.315682 1.33 -1.48 1.94 0.410
H -2.768992 1.805733 -2.081767 -0.22 1.97 1.36 0.233
H -3.923398 -1.000224 -2.060408 -0.66 1.02 2.09 0.398
H -5.016822 0.497115 -1.721827 1.63 -1.75 1.39 0.411
H -5.300801 -1.840279 0.512503 -0.90 1.32 -1.93 0.312
H -7.172477 -2.842203 -1.347275 2.19 0.71 -0.54 0.352
H -5.314330 -3.149229 -1.916737 -1.61 1.45 0.78 0.313
H -6.347081 -1.715568 -2.628308 0.43 -1.44 2.13 0.325
C 6.937483 0.459798 2.274013 -0.24 0.21 0.19 -0.725
O 5.993565 1.512668 2.124893 0.35 -0.25 -0.29 -0.348
C 6.110566 2.188322 0.865533 -0.66 0.25 -0.04 -0.820
C 4.847324 1.952946 0.023695 0.65 -0.52 0.22 -0.100
N 4.770540 0.561468 -0.434719 -0.16 0.41 0.36 -0.230
C 3.482242 0.222358 -1.048476 0.71 -0.09 0.76 -1.891
C 2.245531 0.226213 -0.127482 -0.03 0.09 -0.57 1.722
O 2.271415 -0.791849 0.872752 -0.06 0.26 0.40 -0.342
C 2.923827 -0.414227 2.078009 -0.06 -0.42 -0.16 -0.664
H 6.842403 0.057741 3.285945 -0.05 0.13 -0.09 0.234
H 6.735885 -0.344082 1.562326 0.18 -0.08 -0.10 0.313
H 7.957885 0.832489 2.142903 -0.01 -0.12 -0.05 0.349
H 7.016269 1.894156 0.319863 -0.20 -0.15 0.10 0.405
H 6.190800 3.257076 1.086675 0.01 -0.03 -0.03 0.402
H 4.865137 2.619441 -0.845245 -0.03 -0.09 0.03 0.372
H 3.980842 2.209182 0.640315 -0.04 0.31 0.11 0.151
H 4.921668 -0.057849 0.359286 0.06 0.20 -0.21 0.070
H 3.590831 -0.787189 -1.462209 0.05 0.44 0.31 0.631
H 3.302464 0.891371 -1.898806 0.14 -0.06 0.37 0.491
H 1.375942 0.000142 -0.757208 0.45 0.12 0.43 -1.187
H 2.048404 1.210066 0.311049 0.19 0.01 0.28 0.263
H 2.819052 0.652779 2.295643 0.10 -0.05 -0.10 0.319
H 3.977894 -0.694022 2.037171 0.08 0.23 0.17 0.203
H 2.470777 -0.977830 2.899546 -0.06 0.01 -0.02 0.252
Br 1.786614 -0.789697 -2.987484 0.04 -0.58 -2.55 -0.527
Cs -0.013386 -4.734697 3.232516 2.26 -3.07 2.80 1.029
```
Forces are in eV/Å.

The value obtained for the energy above the lowest of the compared OMol25 structures with the same formula, charge and spin is 666.5 kJ/mol. The calculation puts the gap between HOMO and LUMO at 0.1649 Ha. Its charge is +1.